*1*
DFT (ωB97M-V/def2-TZVPD) results for 3 unconnected molecules or ions with the total composition C4H11NO3.

XYZ file:
```
19
Properties=species:S:1:pos:R:3:lowdin_charge:R:1
O 1.61 1.96 -0.55 0.0033
C 2.47 1.20 -1.01 -0.3272
N -2.95 -0.07 1.36 -0.0286
C -1.67 -0.79 1.37 -0.5562
O -0.98 -0.77 0.20 -0.3700
C 2.52 -0.19 -0.86 -0.0510
C 1.42 -1.01 -0.26 -0.1004
H -2.91 0.78 0.81 0.0298
H -1.99 -1.84 1.67 0.0803
H -1.04 -0.46 2.22 0.0769
H -0.31 2.03 -0.81 -0.0560
H -3.64 -0.63 0.86 0.0346
H 3.25 -0.67 -1.51 0.0854
H 1.71 -2.05 -0.12 0.0703
H 0.60 -1.05 -1.00 0.0868
H 1.03 -0.56 0.64 0.0723
H -1.12 0.76 -0.47 0.0004
H 3.20 1.65 -1.69 0.0976
O -1.19 1.71 -0.85 -0.1486
```

Computed properties:
**LUMO level (alpha / beta)**: 3.63 / 1.91 eV
**Kohn-Sham gap (alpha / beta)**: 6.89 / 5.17 eV
**Multiplicity**: 2
**Charge**: -1

=====

*2*
DFT (ωB97M-V/def2-TZVPD) results for a molecular structure, C4H11NO3.

XYZ file:
```
19
Properties=species:S:1:pos:R:3:lowdin_charge:R:1
C 0.68 -0.79 -0.59 -0.3669
O 0.60 -0.85 -1.94 -0.2245
C -0.07 0.45 -0.03 -0.3922
C 0.30 0.80 1.42 -0.1504
C -0.86 0.76 2.45 -0.3741
O -0.57 1.22 3.65 0.0068
N 0.20 1.65 -0.88 0.0110
H 1.70 -0.70 -0.23 0.0949
H 0.16 -1.64 -0.07 0.1131
H -1.15 0.41 -0.12 0.1162
H 0.88 1.73 1.46 0.1047
H 0.84 -0.08 1.82 0.1081
H -1.79 1.28 2.03 0.1576
H -1.34 -0.24 2.45 0.1328
H 1.05 2.12 -0.60 0.0409
H 0.24 1.28 -1.83 0.0512
H -0.78 -3.14 -2.90 -0.0595
H 0.10 -1.71 -2.65 -0.0394
O -0.21 -2.56 -3.43 -0.3303
```

Computed properties:
**LUMO level (alpha / beta)**: 3.34 / 1.07 eV
**Kohn-Sham gap (alpha / beta)**: 7.46 / 5.18 eV
**Multiplicity**: 2
**Charge**: -1

=====

Energy ordering: *1* at the bottom, the next structure 11.7 kcal/mol above.

=====

*1*
DFT (ωB97M-V/def2-TZVPD) results for a gas-phase ion, C4H9NOS2 (charge +1).

XYZ file:
```
17
Properties=species:S:1:pos:R:3:lowdin_charge:R:1
S -1.11 -3.42 1.72 0.5512
S -1.71 -2.28 0.24 0.6688
C -0.29 -1.19 -0.12 -0.4292
C -0.37 0.07 0.83 -0.2260
N -0.76 1.25 0.12 0.0582
C -0.02 1.82 -0.94 -0.5039
C 1.48 1.65 -0.86 0.0228
O -0.59 2.59 -1.67 0.1177
H -0.11 -4.15 1.16 -0.0963
H -0.28 -0.92 -1.16 0.0927
H 0.57 -1.82 0.12 0.0739
H 0.58 0.27 1.31 0.1331
H -1.14 -0.10 1.57 0.1060
H -1.75 1.43 0.01 0.1543
H 1.71 2.19 0.06 0.1096
H 2.04 2.01 -1.71 0.0985
H 1.75 0.61 -0.67 0.0688
```

Computed properties:
**LUMO level (alpha / beta)**: -4.26 / -8.69 eV
**Kohn-Sham gap (alpha / beta)**: 9.34 / 4.73 eV
**Multiplicity**: 2
**Charge**: +1

=====

*2*
DFT (ωB97M-V/def2-TZVPD) results for a gas-phase ion, C4H9NOS2 (charge +1).

XYZ file:
```
17
Properties=species:S:1:pos:R:3:lowdin_charge:R:1
S 2.37 -1.79 2.40 0.3065
S 0.40 -1.43 2.70 0.4345
C -0.38 -0.15 1.49 -0.4267
C -0.53 -0.22 -0.06 -0.2846
C -1.97 0.23 -0.51 -0.1279
O -2.13 1.40 -0.56 0.1445
N 0.51 0.59 -0.59 0.1520
C 0.57 0.91 -2.10 0.0587
H 2.72 -2.97 1.82 -0.1620
H 0.03 0.83 1.86 0.0973
H -1.36 -0.26 1.94 0.0591
H -0.24 -1.26 -0.28 0.1735
H -2.70 -0.49 -0.88 0.1614
H 0.72 1.34 -0.05 0.1036
H 0.86 0.01 -2.57 0.0974
H -0.21 1.57 -2.45 0.1116
H 1.32 1.69 -2.14 0.1010
```

Computed properties:
**LUMO level (alpha / beta)**: -4.15 / -8.42 eV
**Kohn-Sham gap (alpha / beta)**: 8.86 / 4.46 eV
**Multiplicity**: 2
**Charge**: +1

=====

Energy ordering: *1* at the bottom, the next structure 52.6 kcal/mol above.

=====

*1*
DFT (ωB97M-V/def2-TZVPD) results for a molecular structure, C37H67GeI2N8O4PRb.

XYZ file:
```
121
Properties=species:S:1:pos:R:3:lowdin_charge:R:1
Rb 0.80 -0.43 0.78 0.8380
C -3.77 -1.03 3.07 -0.0292
C -2.45 -1.76 2.80 -0.7337
C -2.63 -2.75 1.65 -0.0299
C -2.06 -2.56 4.05 -0.0630
O -1.44 -0.84 2.41 -0.4601
Ge -0.59 0.29 3.78 1.0021
O 1.22 0.20 3.16 -0.5541
C 2.24 -0.51 3.84 -0.7347
C 3.51 -0.38 2.99 -0.0437
C 1.87 -1.98 4.02 -0.0564
C 2.51 0.11 5.22 -0.0389
O -0.94 1.92 2.85 -0.3389
C -0.69 3.14 3.53 -0.7143
C -1.22 3.13 4.97 -0.0677
C -1.42 4.26 2.78 -0.0404
C 0.82 3.43 3.54 -0.0296
H -4.54 -1.73 3.39 0.0910
H -3.61 -0.29 3.85 0.0818
H -4.11 -0.52 2.17 0.0532
H -3.40 -3.48 1.89 0.0914
H -2.91 -2.24 0.73 0.0569
H -1.69 -3.28 1.47 0.0876
H -2.79 -3.35 4.24 0.0902
H -1.08 -3.02 3.91 0.0778
H -2.01 -1.91 4.92 0.0585
H 3.39 -0.88 2.02 0.0335
H 3.73 0.68 2.83 0.0800
H 4.35 -0.84 3.51 0.0928
H 1.57 -2.43 3.06 0.0519
H 2.71 -2.55 4.41 0.0870
H 1.04 -2.07 4.72 0.0741
H 2.79 1.16 5.11 0.0786
H 1.60 0.05 5.83 0.0720
H 3.31 -0.42 5.73 0.0912
H -2.27 2.82 4.97 0.0878
H -0.66 2.43 5.59 0.0544
H -1.15 4.12 5.41 0.0905
H -2.49 4.04 2.78 0.0844
H -1.27 5.21 3.29 0.0890
H -1.08 4.35 1.75 0.0486
H 1.31 2.83 4.30 0.0734
H 1.25 3.16 2.57 0.0382
H 1.02 4.49 3.74 0.0907
I 6.53 -4.92 -3.94 0.9882
C 5.25 -3.85 -2.67 -0.6845
C 5.03 -4.31 -1.37 -0.2075
C 4.18 -3.62 -0.56 -0.5874
I 3.79 -4.26 1.39 1.0641
C 3.49 -2.42 -0.99 -0.4206
O 2.70 -1.78 -0.27 -0.2116
C 3.77 -1.98 -2.35 -0.1321
C 3.11 -0.70 -2.78 -0.1681
N 1.65 -0.71 -2.88 -0.0436
C 1.16 -1.77 -3.75 -0.1608
C -0.33 -1.72 -3.93 -0.2570
C -0.91 -2.34 -5.04 -0.0133
C -2.28 -2.34 -5.17 -0.0507
C -3.04 -1.71 -4.19 -0.0608
C -2.38 -1.14 -3.12 -0.1618
N -1.05 -1.13 -2.99 0.1244
C 4.62 -2.69 -3.15 -0.0929
H 5.54 -5.19 -1.01 0.0938
H 3.51 -0.39 -3.75 0.1283
H 3.38 0.05 -2.03 0.0948
H 1.26 -0.87 -1.96 0.0446
H 1.41 -2.78 -3.38 0.1381
H 1.65 -1.66 -4.73 0.1326
H -0.28 -2.84 -5.77 0.1210
H -2.76 -2.82 -6.02 0.1153
H -4.12 -1.69 -4.25 0.0993
H -2.93 -0.67 -2.31 0.0576
H 4.81 -2.34 -4.16 0.1093
N -6.48 2.00 -2.36 0.2327
C -5.06 1.85 -1.85 -0.2877
C -5.11 1.68 -0.34 -0.0944
C -3.69 1.56 0.23 -0.3533
N -3.07 0.32 -0.23 0.0677
C -2.84 2.76 -0.21 -0.1042
C -2.80 2.97 -1.74 -0.3632
N -1.97 1.97 -2.41 0.0681
C -4.25 3.06 -2.27 -0.1029
H -7.07 1.24 -2.03 0.1748
H -6.51 2.01 -3.38 0.1751
H -6.88 2.88 -2.03 0.1744
H -4.65 0.95 -2.31 0.1455
H -5.68 0.79 -0.07 0.1305
H -5.59 2.55 0.12 0.1390
H -3.77 1.59 1.32 0.1402
H -3.70 -0.47 -0.09 0.0732
H -2.28 0.11 0.37 0.0650
H -1.84 2.62 0.19 0.0942
H -3.25 3.66 0.25 0.1271
H -2.35 3.95 -1.93 0.1340
H -2.11 1.96 -3.41 0.0800
H -2.18 1.04 -2.05 0.0075
H -4.23 3.15 -3.36 0.1256
H -4.70 3.97 -1.86 0.1334
C 3.74 4.98 -1.73 -0.1057
N 2.74 4.05 -2.44 -0.0662
C 1.35 4.66 -2.29 -0.1080
N 1.04 4.90 -0.92 -0.1340
C 2.03 5.76 -0.30 -0.1382
N 3.37 5.18 -0.38 -0.1466
C 3.53 3.99 0.46 -0.2895
P 2.37 2.60 -0.02 1.0580
C 2.80 2.68 -1.86 -0.2731
C 0.84 3.65 -0.18 -0.3118
H 3.72 5.93 -2.28 0.1481
H 4.73 4.52 -1.81 0.1473
H 2.98 4.00 -3.43 0.1839
H 0.64 3.96 -2.72 0.1386
H 1.35 5.60 -2.85 0.1476
H 1.77 5.93 0.74 0.1440
H 2.04 6.73 -0.81 0.1420
H 3.34 4.26 1.50 0.0967
H 4.56 3.65 0.39 0.1001
H 2.10 2.03 -2.40 0.0899
H 3.81 2.29 -2.00 0.0963
H 0.50 3.89 0.83 0.0541
H 0.07 3.06 -0.67 0.0728
```

Computed properties:
**LUMO level (alpha / beta)**: -4.76 / -6.42 eV
**Kohn-Sham gap (alpha / beta)**: 5.59 / 3.93 eV
**Multiplicity**: 2
**Charge**: +2

=====

*2*
DFT (ωB97M-V/def2-TZVPD) results for a molecular structure, C37H67GeI2N8O4PRb.

XYZ file:
```
121
Properties=species:S:1:pos:R:3:lowdin_charge:R:1
Rb -0.71 -0.08 0.13 0.8255
C 0.34 -0.35 4.16 -0.0352
C -0.82 0.53 3.69 -0.7066
C -1.10 1.57 4.78 -0.0514
C -2.06 -0.34 3.47 -0.0182
O -0.43 1.15 2.47 -0.4818
Ge -1.31 2.75 1.86 1.0002
O -2.59 1.80 0.87 -0.4545
C -3.94 2.28 0.80 -0.7019
C -4.78 1.17 0.19 -0.0420
C -4.47 2.60 2.20 -0.0513
C -4.02 3.54 -0.07 -0.0285
O -0.12 2.78 0.30 -0.4397
C 0.87 3.81 0.33 -0.7037
C 1.70 3.70 1.60 -0.0445
C 0.21 5.19 0.26 -0.0403
C 1.77 3.63 -0.90 -0.0301
H 0.09 -0.85 5.09 0.0998
H 0.55 -1.13 3.41 0.0586
H 1.23 0.27 4.32 0.0869
H -1.26 1.08 5.74 0.0958
H -0.25 2.25 4.88 0.0909
H -1.99 2.16 4.55 0.0664
H -2.37 -0.82 4.40 0.1010
H -2.88 0.26 3.09 0.0638
H -1.85 -1.13 2.74 0.0677
H -4.77 0.30 0.84 0.0518
H -5.81 1.50 0.05 0.0991
H -4.38 0.89 -0.79 0.0524
H -4.35 1.74 2.86 0.0753
H -3.94 3.45 2.64 0.0657
H -5.53 2.85 2.16 0.0961
H -3.88 3.30 -1.12 0.0536
H -5.00 4.01 0.02 0.0970
H -3.27 4.27 0.25 0.0786
H 1.10 3.94 2.48 0.0692
H 2.06 2.68 1.71 0.0511
H 2.55 4.38 1.58 0.0995
H -0.40 5.38 1.14 0.0641
H 0.96 5.98 0.19 0.0977
H -0.43 5.26 -0.63 0.0832
H 2.09 2.59 -0.97 0.0522
H 1.22 3.88 -1.81 0.0691
H 2.64 4.27 -0.86 0.0985
I -3.18 -7.95 2.62 1.0520
C -2.51 -6.17 1.85 -0.7130
C -3.42 -5.30 1.24 -0.2075
C -2.97 -4.12 0.72 -0.6040
I -4.27 -2.76 -0.14 1.0903
C -1.56 -3.75 0.77 -0.4219
O -1.15 -2.71 0.23 -0.1879
C -0.66 -4.66 1.46 -0.1211
C 0.77 -4.24 1.68 -0.1561
N 1.52 -3.79 0.52 -0.0692
C 1.65 -4.80 -0.52 -0.1431
C 2.17 -4.16 -1.79 -0.2715
C 2.96 -4.87 -2.68 -0.0074
C 3.39 -4.26 -3.84 -0.0407
C 3.02 -2.94 -4.08 -0.0502
C 2.23 -2.31 -3.13 -0.1498
N 1.80 -2.90 -2.01 0.0986
C -1.14 -5.83 1.97 -0.0897
H -4.47 -5.56 1.19 0.0937
H 1.31 -5.06 2.16 0.1292
H 0.76 -3.42 2.41 0.1172
H 1.02 -3.02 0.09 0.0518
H 0.69 -5.29 -0.75 0.1349
H 2.34 -5.58 -0.19 0.1303
H 3.24 -5.90 -2.45 0.1218
H 4.01 -4.79 -4.55 0.1186
H 3.34 -2.42 -4.97 0.1101
H 1.93 -1.28 -3.27 0.0879
H -0.48 -6.52 2.48 0.1100
N -3.66 2.76 -3.94 0.0552
C -2.65 2.35 -4.92 -0.3613
C -2.58 0.83 -5.06 -0.1021
C -1.93 0.07 -3.90 -0.3359
N -2.80 0.03 -2.70 0.0473
C -0.59 0.71 -3.53 -0.1082
C -0.69 2.21 -3.28 -0.2599
N -1.50 2.49 -2.04 0.1962
C -1.29 2.92 -4.49 -0.0955
H -4.54 2.28 -4.11 0.0875
H -3.88 3.75 -4.07 0.0954
H -2.08 3.32 -2.17 0.1185
H -2.88 2.75 -5.92 0.1434
H -2.01 0.61 -5.96 0.1318
H -3.58 0.43 -5.24 0.1267
H -1.74 -0.94 -4.26 0.1450
H -2.72 -0.87 -2.24 0.0362
H -3.77 0.13 -2.97 0.0817
H 0.11 0.58 -4.36 0.1333
H -0.14 0.19 -2.68 0.0801
H 0.30 2.62 -3.09 0.1250
H -0.93 2.65 -1.16 0.0856
H -2.19 1.71 -1.92 0.0852
H -0.58 2.82 -5.32 0.1353
H -1.38 3.99 -4.30 0.1297
C 4.31 0.41 2.75 -0.0975
N 3.36 -0.77 2.50 -0.0540
C 4.21 -2.01 2.15 -0.0944
N 5.07 -1.74 1.06 -0.1366
C 5.93 -0.60 1.36 -0.1483
N 5.17 0.61 1.64 -0.1388
C 4.46 1.11 0.45 -0.2999
P 3.21 -0.09 -0.21 1.0579
C 2.39 -0.47 1.41 -0.3209
C 4.33 -1.58 -0.20 -0.2980
H 4.88 0.16 3.64 0.1498
H 3.68 1.28 2.94 0.1411
H 2.83 -0.94 3.36 0.1506
H 3.50 -2.80 1.91 0.1255
H 4.78 -2.25 3.05 0.1485
H 6.59 -0.42 0.51 0.1408
H 6.54 -0.84 2.23 0.1419
H 5.19 1.32 -0.33 0.1025
H 3.98 2.06 0.69 0.0730
H 1.78 -1.36 1.28 0.0596
H 1.75 0.36 1.73 0.0601
H 5.04 -1.49 -1.02 0.1030
H 3.72 -2.46 -0.37 0.0634
```

Computed properties:
**LUMO level (alpha / beta)**: -3.94 / -6.83 eV
**Kohn-Sham gap (alpha / beta)**: 7.80 / 4.91 eV
**Multiplicity**: 2
**Charge**: +2

=====

Energy ordering: *2* at the bottom, the next structure 53.9 kcal/mol above.